No. 1
DFT (ωB97M-V/def2-TZVPD) results for a structure of composition C34H22Cl2F12N2O4Se4Sn.

```
! wB97M-V def2-TZVPD RIJCOSX def2/J DEFGRID3
* xyz -2 1
Sn -0.419 0.721 0.265
C 4.026 2.953 4.927
C 3.423 2.195 3.773
C 3.215 0.822 3.838
C 2.630 0.159 2.781
C 2.232 0.827 1.617
N 1.630 0.081 0.586
C 2.416 -0.816 -0.092
C 3.816 -0.829 0.123
C 4.667 -1.724 -0.487
C 4.189 -2.679 -1.373
C 5.093 -3.680 -2.045
C 2.826 -2.655 -1.630
C 1.935 -1.757 -1.050
C 0.452 -1.804 -1.446
O -0.190 -0.610 -1.403
C 0.243 -2.302 -2.915
F 0.466 -3.630 -3.117
F -1.011 -2.090 -3.334
F 1.051 -1.645 -3.765
C -0.266 -2.820 -0.502
F 0.337 -4.029 -0.453
F -0.281 -2.344 0.752
F -1.545 -3.047 -0.853
C 2.404 2.220 1.552
C 3.015 2.864 2.631
C 1.927 3.004 0.309
O 0.704 2.626 -0.163
C 1.791 4.531 0.623
F 1.141 5.177 -0.356
F 1.084 4.734 1.746
F 2.970 5.186 0.776
C 3.025 2.880 -0.795
F 2.879 3.802 -1.771
F 3.010 1.688 -1.383
F 4.272 3.058 -0.295
H 4.586 2.285 5.584
H 3.251 3.436 5.528
H 4.705 3.733 4.577
H 3.496 0.272 4.731
H 2.451 -0.908 2.825
H 4.243 -0.090 0.787
H 5.730 -1.669 -0.270
H 6.121 -3.564 -1.697
H 5.096 -3.559 -3.132
H 4.786 -4.708 -1.835
H 2.445 -3.388 -2.327
H 3.184 3.931 2.598
Se -0.594 0.367 3.449
Se -2.761 -0.410 3.262
Se -4.162 1.476 3.360
Se -4.526 2.070 1.185
Cl 0.806 2.143 -3.549
C -0.882 1.794 -3.657
C -1.287 0.738 -4.455
C -2.635 0.477 -4.614
C -3.571 1.269 -3.968
C -3.149 2.292 -3.139
Cl -4.360 3.212 -2.298
C -1.791 2.587 -2.946
N -1.376 3.568 -2.049
C -1.761 4.909 -2.179
C -1.981 5.470 -3.436
C -2.378 6.791 -3.563
C -2.542 7.579 -2.433
C -2.325 7.020 -1.181
C -1.947 5.693 -1.033
C -1.861 5.072 0.339
C -3.195 4.429 0.685
O -4.235 5.031 0.770
O -3.039 3.112 0.867
H -0.535 0.127 -4.933
H -2.957 -0.356 -5.225
H -4.630 1.077 -4.065
H -0.551 3.357 -1.481
H -1.835 4.852 -4.314
H -2.547 7.207 -4.549
H -2.846 8.615 -2.522
H -2.483 7.614 -0.289
H -1.679 5.850 1.083
H -1.075 4.326 0.410
*
```

For the energy above the lowest of the compared OMol25 structures with the same formula, charge and spin, the calculation gives 0.0 kcal/mol.



No. 2
DFT (ωB97M-V/def2-TZVPD) results for an isolated molecule of C5H7NO.

```
! wB97M-V def2-TZVPD RIJCOSX def2/J DEFGRID3
* xyz 0 1
C 0.415 2.001 -0.060
C 0.358 0.683 0.608
C 0.108 -0.582 0.322
C -0.595 -1.632 -0.194
C -1.846 -1.229 -0.772
O -2.231 -0.063 -0.849
N 1.465 -0.346 0.886
H 0.662 2.830 0.608
H 1.105 2.011 -0.916
H -0.596 2.151 -0.454
H -0.274 -2.663 -0.121
H -2.488 -2.047 -1.160
H 1.666 -0.598 1.850
H 2.250 -0.518 0.254
*
```

As for the SMILES: CC1=C(/C=C\[O-])[NH2+]1. For the energy above the lowest of the compared OMol25 structures with the same formula, charge and spin, the calculation gives 89.9 kcal/mol.



No. 3
DFT (ωB97M-V/def2-TZVPD) results for a cluster of 2 separate species, C3H11N3 in total at a distorted geometry.

```
! wB97M-V def2-TZVPD RIJCOSX def2/J DEFGRID3
* xyz 0 1
C -2.374 -0.578 0.575
N -2.004 -0.410 -0.659
C -1.538 -1.633 -1.323
H -2.997 0.146 0.939
H -2.514 -1.503 1.067
H -1.188 -1.482 -2.315
H -0.841 -2.165 -0.695
H -2.335 -2.253 -1.719
N 1.568 1.241 -0.635
C 1.283 1.043 0.708
N 2.346 1.312 1.750
H 2.445 0.747 -1.027
H 0.766 1.068 -1.259
H 0.986 -0.027 0.903
H 0.443 1.684 0.940
H 2.862 2.180 1.327
H 3.092 0.629 1.423
*
```

As for the SMILES: C=NC.NCN. For the energy above the lowest of the compared OMol25 structures with the same formula, charge and spin, the calculation gives 65.8 kcal/mol.



No. 4
DFT (ωB97M-V/def2-TZVPD) results for an isolated molecule of C6H9N2P at a distorted geometry.

```
! wB97M-V def2-TZVPD RIJCOSX def2/J DEFGRID3
* xyz 0 1
C 4.018 -0.217 -0.088
C 2.927 0.585 0.052
N 1.766 0.329 -0.517
C 0.881 -0.521 -0.440
P -0.402 -1.502 -0.731
C -1.663 -1.317 0.686
C -2.217 0.102 0.871
N -2.908 0.495 -0.294
C -2.231 1.186 -1.148
H 4.967 0.325 -0.060
H 3.779 -1.182 -0.447
H 2.883 1.646 0.299
H -1.195 -1.679 1.594
H -2.244 -2.196 0.339
H -2.961 0.161 1.763
H -1.474 0.727 1.343
H -1.149 1.556 -1.214
H -2.777 1.499 -2.009
*
```

As for the SMILES: C=CN=C=PCCN=C. For the energy above the lowest of the compared OMol25 structures with the same formula, charge and spin, the calculation gives 88.7 kcal/mol.



No. 5
DFT (ωB97M-V/def2-TZVPD) results for an isolated molecule of C3H9N3O.

```
! wB97M-V def2-TZVPD RIJCOSX def2/J DEFGRID3
* xyz 0 1
C -0.930 -0.072 1.860
C -0.883 0.475 0.467
N -0.430 -0.423 -1.879
O -1.656 1.245 -0.024
H 0.364 -0.217 -2.486
H -1.077 0.354 -2.021
H -1.382 -1.066 1.840
H -1.552 0.595 2.452
H 0.064 -0.166 2.286
N 0.764 -1.279 0.051
C 1.219 1.018 -0.290
N 0.269 -0.008 -0.407
H 0.433 -1.956 -0.628
H 1.775 -1.228 0.042
H 0.827 1.982 -0.581
H 2.195 0.746 -0.680
*
```

For the energy above the lowest of the compared OMol25 structures with the same formula, charge and spin, the calculation gives 119.4 kcal/mol.



No. 6
DFT (ωB97M-V/def2-TZVPD) results for a cluster of 3 separate species, C16H29F5N3O5P in total at a distorted geometry.

```
! wB97M-V def2-TZVPD RIJCOSX def2/J DEFGRID3
* xyz 0 1
N -1.502 -3.910 -6.208
C -1.789 -3.836 -4.721
C -0.541 -4.281 -3.755
O 0.289 -5.380 -4.280
C 0.361 -2.924 -3.384
O 1.175 -3.148 -2.152
P 2.082 -1.722 -1.728
O 3.048 -2.157 -0.512
O 3.161 -1.349 -3.066
O 1.034 -0.390 -1.281
C 1.261 -0.027 0.131
C 0.257 1.130 0.716
C 0.869 1.654 2.168
C 0.623 0.632 3.413
F 1.962 0.053 3.804
F -0.231 -0.560 3.061
C -0.014 1.273 4.770
F 0.946 1.046 5.914
F -1.271 0.562 5.178
F -0.279 2.726 4.744
H -2.448 -4.096 -6.647
H -1.270 -2.929 -6.519
H -2.684 -4.585 -4.487
H -2.072 -2.716 -4.480
H -0.995 -4.657 -2.718
H 0.107 -6.168 -3.675
H 1.087 -2.663 -4.277
H -0.396 -2.042 -3.167
H 2.733 -0.715 -3.713
H 1.123 -0.978 0.810
H 2.360 0.414 0.197
H -0.875 0.834 0.759
H 0.352 2.067 -0.018
H 2.046 1.736 2.016
H 0.480 2.746 2.308
C -5.208 -1.243 -0.391
C -3.845 -0.892 -0.972
C -3.576 -1.555 -2.322
C -3.493 -3.018 -2.218
N -3.434 -4.175 -2.136
H -5.290 -2.314 -0.179
H -5.366 -0.705 0.549
H -6.012 -0.965 -1.080
H -3.064 -1.168 -0.252
H -3.791 0.196 -1.100
H -2.629 -1.173 -2.721
H -4.358 -1.276 -3.038
C 2.245 5.943 4.577
C 3.602 5.251 4.602
C 4.176 5.001 3.207
C 3.366 4.051 2.433
N 2.722 3.305 1.820
H 1.487 5.322 4.088
H 1.905 6.139 5.599
H 2.302 6.899 4.048
H 3.515 4.306 5.151
H 4.303 5.882 5.161
H 5.191 4.601 3.310
H 4.262 5.948 2.663
*
```

As for the SMILES: NC[C@@H](O)CO[P@@](=O)(O)OCCCC(F)(F)C(F)(F)F.CCCC#N.CCCC#N.



No. 7
DFT (ωB97M-V/def2-TZVPD) results for an isolated molecule of CH3NO2 at a distorted geometry.

```
! wB97M-V def2-TZVPD RIJCOSX def2/J DEFGRID3
* xyz 0 1
C 0.076 0.540 0.038
N -0.854 -0.473 -0.069
O 1.345 0.534 -0.013
O 2.051 -0.592 0.023
H -0.124 1.628 0.005
H -0.711 -1.400 0.240
H -1.783 -0.237 -0.225
*
```

For the energy above the lowest of the compared OMol25 structures with the same formula, charge and spin, the calculation gives 126.9 kcal/mol.



No. 8
DFT (ωB97M-V/def2-TZVPD) results for an isolated molecule of C5H5NO2 at a distorted geometry.

```
! wB97M-V def2-TZVPD RIJCOSX def2/J DEFGRID3
* xyz 0 1
O -0.199 -1.797 -0.926
C -0.370 -0.586 -0.811
C -1.152 0.640 -1.319
N -0.609 1.658 -0.860
O 0.090 1.482 0.397
C 0.235 0.047 0.389
C 0.250 -0.613 1.848
C 1.487 -0.615 0.985
H -1.706 0.591 -2.308
H 0.219 -0.103 2.859
H -0.149 -1.632 1.707
H 1.764 -1.370 0.382
H 2.302 0.184 1.062
*
```

As for the SMILES: O=C1C=NOC12CC2. For the energy above the lowest of the compared OMol25 structures with the same formula, charge and spin, the calculation gives 113.1 kcal/mol.



Respective LUMO energy values: 4.187, 0.413, 0.923, -0.033, 0.958, 0.051, 0.530, -0.288 eV.
Respective HOMO-LUMO gap values: 5.883, 7.794, 9.915, 8.215, 8.195, 9.605, 8.983, 9.509 eV.